1.
Entry from the Open Molecules 2025 dataset: 3 unconnected molecules or ions with the total composition C40H60F2N2O3Si (ωB97M-V with the def2-TZVPD basis set).

As for the frontier orbital gap: 0.3155 Eh. For the LUMO energy, the calculation gives -0.07 eV. As for the energy above the lowest of the compared OMol25 structures with the same formula, charge and spin: 1807.7 kJ/mol. Its total energy is -2383.931908 Eh. The charge is 0. The molecular weight is 683.01 g/mol. For the HOMO energy, the calculation gives -0.3179 Ha.

The geometry in XYZ format:
```
108
Properties=species:S:1:pos:R:3:mulliken_charge:R:1
C -2.18898 1.99773 5.68985 -1.158
C -1.56186 0.89597 4.65101 -0.282
N -1.49584 1.39415 3.19139 0.483
C -2.82867 1.13209 2.52472 -0.074
C -3.53157 2.43496 1.82660 -0.815
N -3.15490 2.69078 0.38920 0.292
C -1.66919 2.85472 0.17490 0.822
C -1.39524 4.18480 -0.77351 -0.915
C 0.13784 4.30399 -1.34117 0.313
C 0.70234 2.96902 -2.10833 -0.130
C 1.25619 4.76221 -0.22876 -1.121
C -3.80176 1.73858 -0.58539 0.218
O -4.48494 2.29793 -1.62281 -0.597
O -3.82090 0.27071 -0.51847 -0.276
C -3.17094 -0.35652 -1.67940 -0.513
C -1.58267 -0.65511 -1.40439 1.143
C -1.16345 -2.24393 -1.41468 -0.613
C 0.06688 -2.38934 -0.29102 0.455
C 1.24373 -3.43565 -0.74725 -0.569
C 2.30792 -3.52314 0.54031 -0.740
C 3.25522 -2.17805 0.67843 -0.231
C 3.66363 -1.84861 2.26432 -0.497
Si 4.85593 -0.34944 2.46049 0.067
C 5.17825 0.37786 0.66483 -0.661
C 6.62008 -0.86610 3.13058 -0.927
C 4.09150 1.13410 3.48126 0.551
C 2.66684 1.07564 4.29058 -0.137
C 2.07435 2.41073 5.09251 -0.212
C 2.96673 3.78826 5.05291 -0.422
C 4.44307 3.87464 4.27304 -0.464
C 5.00545 2.52839 3.48525 -0.412
C -0.51313 0.39271 2.54815 -0.024
C 0.70706 0.83515 1.52338 0.993
O -0.57028 -0.93809 2.83392 -0.648
H -1.67008 1.79032 6.74488 0.353
H -1.87823 3.10836 5.40500 0.251
H -3.35231 1.89545 5.86078 0.304
H -2.12797 -0.12205 4.76251 0.363
H -0.44083 0.68940 5.00111 0.163
H -3.56704 0.78288 3.39559 0.372
H -2.69338 0.19983 1.83133 0.181
H -3.15969 3.38616 2.44465 0.287
H -4.71192 2.41381 2.00211 0.291
H -1.07007 3.04309 1.17289 0.331
H -1.25614 1.93185 -0.41380 -0.888
H -2.15162 4.20941 -1.67775 0.222
H -1.57636 5.15284 -0.10151 0.245
H 0.11890 5.17149 -2.16147 0.332
H 1.46897 2.43602 -1.36593 -0.150
H 1.31683 3.19653 -3.09522 0.338
H -0.14294 2.17622 -2.31181 -0.275
H 2.30930 4.73820 -0.78702 0.320
H 1.34976 4.04699 0.69882 0.185
H 1.06961 5.88834 0.04983 0.332
H -3.71088 -1.40647 -1.85327 0.329
H -3.27603 0.23300 -2.68652 0.129
H -1.36016 -0.26663 -0.29776 -0.824
H -0.94977 -0.03182 -2.17719 0.129
H -0.75656 -2.51931 -2.49931 0.171
H -2.06572 -2.94443 -1.10453 0.114
H -0.38699 -2.60289 0.77853 0.247
H 0.57425 -1.30888 -0.27372 -0.606
H 1.76497 -3.12446 -1.74936 0.311
H 0.77916 -4.50538 -0.90651 0.205
H 1.65640 -3.59639 1.53099 0.276
H 2.93105 -4.51448 0.44850 0.380
H 4.23617 -2.41381 0.04076 0.305
H 2.72172 -1.26739 0.16758 0.065
H 2.66447 -1.75526 2.86871 0.189
H 4.21412 -2.83249 2.65434 0.444
H 5.88642 1.32117 0.83616 0.326
H 4.14218 0.82260 0.31929 -0.032
H 5.63393 -0.41133 -0.07010 0.283
H 7.24270 0.11912 3.27212 0.225
H 6.57262 -1.45055 4.14432 0.301
H 7.16507 -1.51637 2.31393 0.261
H 2.05800 0.06988 4.25230 0.339
H 1.03502 2.34479 5.63121 0.203
H 2.57262 4.77869 5.58214 0.266
H 5.10501 4.84113 4.24622 0.294
H 6.04915 2.54056 2.91113 0.128
H 0.41874 0.79073 0.38882 -0.176
H 1.60014 0.06572 1.66782 -0.828
H 1.05443 1.93056 1.80399 0.088
F -2.26475 -4.88317 -3.40308 -0.338
C -1.98491 -6.05209 -2.81154 0.381
C -2.67828 -6.42161 -1.66422 -0.266
C -2.39083 -7.64096 -1.05091 -0.439
C -1.40449 -8.47304 -1.58620 -0.459
C -0.71052 -8.09096 -2.73527 -0.367
C -1.00601 -6.87682 -3.35460 -0.434
H -3.43521 -5.75862 -1.25807 0.406
H -2.93272 -7.94258 -0.15797 0.365
H -1.17751 -9.42197 -1.10496 0.366
H 0.05959 -8.73836 -3.14771 0.371
H -0.48258 -6.56833 -4.25347 0.412
F -0.65999 0.57667 -6.08037 -0.300
C -1.87510 1.02575 -6.42162 0.231
C -2.42255 0.65574 -7.64516 -0.424
C -3.68986 1.11893 -7.99866 -0.403
C -4.39167 1.95672 -7.12840 -0.427
C -3.83152 2.32656 -5.90472 -0.492
C -2.56907 1.85419 -5.54675 -0.252
H -1.85920 0.01105 -8.31183 0.411
H -4.12996 0.82912 -8.94959 0.358
H -5.37821 2.32137 -7.40647 0.358
H -4.37789 2.98203 -5.23083 0.387
H -2.12249 2.12449 -4.59563 0.553
```


2.
Entry from the Open Molecules 2025 dataset: 10 unconnected molecules or ions with the total composition C40H60O20 (ωB97M-V with the def2-TZVPD basis set).

As for the frontier orbital gap: 0.3348 Eh. For the LUMO energy, the calculation gives -0.15 eV. As for the energy above the lowest of the compared OMol25 structures with the same formula, charge and spin: 529.6 kJ/mol. Its total energy is -3064.882311 Eh. The charge is 0. The molecular weight is 860.90 g/mol. For the HOMO energy, the calculation gives -0.3405 Ha.

The geometry in XYZ format:
```
120
Properties=species:S:1:pos:R:3:mulliken_charge:R:1
O -1.63852 5.00502 0.43914 -0.546
C -1.15139 4.67404 -0.60663 0.559
C 0.37026 4.86005 -1.00686 -0.141
C 0.33813 4.94207 -2.46695 -0.438
C -1.05610 4.52031 -2.92706 -0.395
O -1.86375 4.22391 -1.68450 -0.354
H 0.69097 5.73048 -0.43451 0.435
H 0.88760 3.96497 -0.66149 -0.056
H 0.46717 5.99862 -2.70179 0.256
H 1.09940 4.38228 -3.01026 0.229
H -1.54856 5.33306 -3.46092 0.308
H -1.01763 3.65948 -3.59458 0.224
O -2.09042 -4.26385 -5.26203 -0.625
C -1.00080 -4.09405 -4.70577 0.258
C -0.02737 -3.05193 -4.78190 -0.197
C 0.86562 -3.25977 -3.58694 1.286
C 0.76305 -4.68015 -3.36469 -0.671
O -0.51243 -5.11173 -3.87172 -0.359
H 0.50457 -3.23180 -5.71613 0.244
H -0.40129 -2.03083 -4.85706 0.141
H 1.90177 -2.95673 -3.73753 0.007
H 0.47029 -2.74292 -2.71248 -0.801
H 1.66474 -5.01884 -3.87494 0.279
H 0.94313 -4.84912 -2.30304 0.356
O 2.83164 1.53078 4.21310 -0.549
C 3.59999 0.63883 4.02014 0.323
C 4.52158 0.31077 2.85717 0.913
C 5.23638 -0.89874 3.34096 -0.552
C 4.59646 -1.39567 4.64059 -0.253
O 3.64144 -0.38810 4.89609 -0.359
H 3.84758 0.07798 2.03277 -0.833
H 5.16151 1.09587 2.45442 0.464
H 5.14513 -1.70526 2.61343 0.248
H 6.32076 -0.81059 3.40754 0.322
H 3.94433 -2.23575 4.40165 0.113
H 5.25037 -1.50921 5.50523 0.269
O 0.84741 -1.41525 6.60050 -0.676
C 0.68566 -1.91374 5.47611 0.531
C 0.58046 -3.41118 5.22242 -0.576
C 0.07517 -3.39537 3.79504 -0.457
C 0.63474 -2.07342 3.23499 0.758
O 0.67068 -1.27036 4.40335 -0.120
H 1.58042 -3.82604 5.34915 0.226
H -0.04561 -3.97629 5.91292 0.332
H 0.47240 -4.23501 3.22467 0.348
H -1.00725 -3.32706 3.68650 0.353
H 1.60584 -2.20481 2.75771 -0.141
H 0.16299 -1.55467 2.40045 -0.720
O 7.06255 -2.71294 0.02217 -0.572
C 6.15471 -2.55730 -0.75722 0.437
C 4.84378 -1.70011 -0.68994 0.301
C 3.93709 -2.44576 -1.74574 0.815
C 4.99438 -3.08306 -2.72265 -0.477
O 6.11397 -3.21178 -1.94072 -0.374
H 4.27983 -1.65150 0.24157 -0.375
H 5.02738 -0.64502 -0.89285 0.257
H 3.44054 -3.31652 -1.31759 0.304
H 3.18942 -1.88029 -2.30193 -0.839
H 4.55074 -4.06017 -2.91379 0.257
H 5.14980 -2.61579 -3.69507 0.287
O -3.51567 -2.05510 0.35098 -0.540
C -4.57876 -2.46838 -0.05050 0.487
C -5.94720 -1.75610 -0.00263 -0.098
C -7.00828 -2.81930 -0.15710 -0.633
C -6.19364 -4.02517 -0.65598 -0.420
O -4.75384 -3.75981 -0.45526 -0.395
H -5.89265 -1.28456 0.97858 0.258
H -6.15089 -1.10384 -0.85185 0.122
H -7.42181 -3.10356 0.81053 0.257
H -7.82437 -2.50060 -0.80557 0.347
H -6.69840 -4.88649 -0.21843 0.340
H -6.40320 -4.08000 -1.72424 0.258
O -4.60979 0.76400 0.05819 -0.461
C -5.06834 1.97263 0.04619 0.353
C -4.49666 3.31136 0.34122 0.675
C -5.58082 4.25900 -0.11478 -0.717
C -6.84681 3.46242 0.09877 -0.391
O -6.35847 2.19258 -0.12954 -0.414
H -4.32999 3.46058 1.40802 0.266
H -3.56050 3.28645 -0.21653 -0.546
H -5.54007 5.08305 0.59752 0.352
H -5.39629 4.70149 -1.09369 0.302
H -7.22974 3.69109 1.09334 0.255
H -7.53796 3.79526 -0.67558 0.331
O 1.32285 5.60695 5.70071 -0.645
C 0.80623 4.74295 5.03493 0.524
C 1.09461 4.22075 3.66047 -0.022
C -0.25010 3.57716 3.37862 0.347
C -0.56005 2.99438 4.81931 -0.593
O -0.03759 3.97890 5.69344 -0.354
H 1.29589 5.06314 2.99868 0.293
H 1.90705 3.49638 3.71803 0.041
H -0.88026 4.41556 3.08182 0.232
H -0.36616 2.97971 2.47436 -0.288
H -1.63591 2.95924 4.99076 0.339
H -0.17579 2.05003 5.20486 0.273
O -0.78747 0.13711 -3.95903 -0.623
C 0.38161 0.25339 -4.15111 0.245
C 1.02439 0.31902 -5.51581 -0.202
C 2.47680 0.40683 -5.13711 -0.784
C 2.51368 0.96633 -3.68214 -0.250
O 1.25464 0.61042 -3.19820 0.098
H 1.07065 -0.61209 -6.08062 0.173
H 0.60048 1.03589 -6.21901 0.446
H 3.06726 -0.50355 -5.24038 0.275
H 2.86912 0.91203 -6.01969 0.382
H 3.23076 0.37378 -3.11400 0.016
H 2.68401 2.04179 -3.73190 0.264
O 2.47717 -0.06146 0.40453 -0.904
C 1.25257 -0.20122 0.16156 0.506
C 0.15089 0.80141 0.17039 0.890
C -1.02289 0.03988 0.18449 -0.138
C -0.65097 -1.27619 -0.41456 -1.161
O 0.71852 -1.42917 -0.23363 -0.412
H 0.35882 1.54430 0.94044 -0.238
H 0.24988 1.30188 -0.79284 -0.328
H -1.39742 -0.21012 1.17713 0.064
H -1.84125 0.53844 -0.33497 0.601
H -1.13679 -2.14181 0.03575 0.528
H -0.88329 -1.29927 -1.47926 0.440
```


| no. | strongest force on any atom (eV/A) |
| --- | --- |
| 1 | 8.68 |
| 2 | 7.12 |